A.
A single C3H10NOP molecule, computed with ωB97M-V/def2-TZVPD.

Structure (XYZ):
```
16
Properties=species:S:1:pos:R:3
C -2.20 0.23 -0.11
C -0.82 0.55 0.55
C 0.21 -0.34 -0.08
N 2.82 -1.11 -0.46
O 2.20 1.50 -0.33
P 2.05 0.04 0.63
H -2.78 1.00 -0.47
H -1.95 -0.47 -0.92
H -2.87 -0.27 0.52
H -0.56 1.59 0.15
H -0.95 0.25 1.70
H 0.21 -1.36 0.33
H 0.31 -0.24 -1.19
H 3.35 -0.86 -1.37
H 3.39 -1.81 0.00
H 2.82 2.10 0.21
```

## Properties
Gap between HOMO and LUMO, eV: 9.46
SMILES: CCCP(N)O
Highest occupied orbital energy, eV: -8.48



B.
A single C3H10NOP molecule, computed with ωB97M-V/def2-TZVPD.

Structure (XYZ):
```
16
Properties=species:S:1:pos:R:3
C 0.77 0.53 1.15
C 0.03 -1.65 -0.16
C -0.41 1.20 -1.37
N -1.89 0.48 0.96
O -2.31 -0.37 -0.22
P -0.61 0.08 0.02
H 0.89 1.64 0.98
H 1.60 -0.05 0.81
H 0.56 0.26 2.23
H -0.70 -2.04 -0.86
H 0.06 -1.84 0.97
H 1.11 -1.70 -0.39
H -0.03 2.08 -0.95
H -1.40 1.38 -1.84
H 0.33 0.74 -2.02
H -1.88 -0.11 1.83
```

## Properties
Gap between HOMO and LUMO, eV: 9.44
SMILES: CP1(C)(C)NO1
Highest occupied orbital energy, eV: -8.66



A wins, 2.277 eV ahead of the next structure.



A.
A molecular structure, C2H3NOS, computed with ωB97M-V/def2-TZVPD.

Structure (XYZ):
```
8
Properties=species:S:1:pos:R:3
C -0.02 -1.07 0.34
C -0.06 1.08 0.02
H -0.20 -2.18 -0.04
H -0.25 -1.02 1.55
H 0.34 2.19 0.69
N -1.32 0.78 0.09
O -1.27 -0.58 -0.36
S 1.25 0.01 -0.13
```

## Properties
Gap between HOMO and LUMO, eV: 10.04
Highest occupied orbital energy, eV: -9.47



B.
A single C2H3NOS molecule, computed with ωB97M-V/def2-TZVPD.

Structure (XYZ):
```
8
Properties=species:S:1:pos:R:3
C 0.17 -0.36 -0.01
C 1.71 0.13 0.12
H -3.10 0.77 -0.12
H 0.04 -1.43 0.00
H 1.54 1.18 0.07
N -0.75 0.47 -0.04
O 2.77 -0.43 -0.04
S -2.39 -0.34 0.03
```

## Properties
Gap between HOMO and LUMO, eV: 9.50
SMILES: O=C/C=N/S
Highest occupied orbital energy, eV: -9.85



C.
2 unconnected molecules or ions with the total composition C2H3NOS, computed with ωB97M-V/def2-TZVPD.

Structure (XYZ):
```
8
Properties=species:S:1:pos:R:3
C 3.62 -0.51 0.20
C -0.01 -0.60 0.31
N 0.05 -0.21 -0.89
O 3.41 -1.58 0.58
S 3.88 0.91 -0.26
H -0.47 -0.15 1.17
H 0.47 -1.56 0.41
H -0.43 0.52 -1.28
```

## Properties
Gap between HOMO and LUMO, eV: 10.47
SMILES: O=C=S.C=N
Highest occupied orbital energy, eV: -9.70



D.
A molecular structure, C2H3NOS, computed with ωB97M-V/def2-TZVPD.

Structure (XYZ):
```
8
Properties=species:S:1:pos:R:3
C 0.74 -0.17 0.11
C -0.27 0.98 0.03
N -0.20 -1.18 -0.02
O 1.93 -0.36 0.21
S -1.57 -0.20 0.18
H -0.23 1.75 0.68
H -0.34 1.29 -1.01
H -0.05 -2.11 -0.18
```

## Properties
Gap between HOMO and LUMO, eV: 9.02
Highest occupied orbital energy, eV: -8.46



C wins, 0.387 eV ahead of the next structure.